Record 1
Density functional theory data (ωB97M-V with the def2-TZVPD basis set) for a structure of composition C27H79O13Zr at a distorted geometry.

The HOMO energy (alpha / beta) comes out at -0.48696 / -0.48696 hartree. As for the charge: +2. The calculation puts the LUMO energy (alpha / beta) at -8.057 / -8.306 eV. The multiplicity is 2. The HOMO-LUMO gap (alpha / beta) comes out at 5.2 / 4.9 eV.

XYZ file:
```
120
Properties=species:S:1:pos:R:3:forces:R:3
Zr -7.20628 17.92457 -7.83280 -0.281 -6.187 -3.294
C -5.26700 14.45251 -8.87462 -0.596 0.280 -0.824
C -6.80410 14.60190 -9.14808 1.815 0.450 -0.652
C -7.57439 13.48696 -8.54389 -0.729 0.043 1.268
O -7.19045 15.94672 -8.83264 -0.426 4.634 3.038
H -4.69327 15.19630 -9.42754 -0.226 0.326 0.006
H -4.87555 13.51775 -9.27599 -0.273 -0.277 0.183
H -4.97790 14.53922 -7.82724 -0.413 -0.120 0.149
H -7.02172 14.53337 -10.21393 0.501 0.115 -0.313
H -8.63380 13.46539 -8.79942 0.038 0.014 -0.462
H -7.58348 13.54754 -7.45562 0.422 -0.168 0.154
H -7.07513 12.57522 -8.87188 -0.255 -0.095 0.127
C -8.68663 14.37196 -12.68195 -0.288 -0.271 0.096
C -9.26160 15.09366 -13.91691 1.746 -1.363 0.218
O -10.36127 15.86812 -13.56258 -0.582 0.504 0.159
H -7.85977 13.70262 -12.91941 -0.038 0.149 -0.347
H -9.41704 13.75168 -12.16249 -0.375 -0.133 -0.296
H -8.32084 15.02550 -11.89000 0.086 0.559 -0.315
H -9.54920 14.39994 -14.70693 -0.036 -0.445 0.231
H -8.45348 15.66783 -14.37010 0.029 0.484 0.077
H -10.82178 16.02718 -14.38977 -0.464 0.393 0.202
C -6.90380 15.90996 -3.13924 -0.319 -0.705 0.660
C -5.94388 14.80563 -3.54002 0.139 1.396 0.414
O -5.79869 14.96267 -4.93390 -0.191 0.372 -1.310
H -6.61363 16.92267 -3.41908 0.523 -0.107 -0.069
H -6.97554 15.88923 -2.05180 -0.502 0.137 -0.035
H -7.86244 15.73530 -3.62772 -0.221 -0.086 0.345
H -6.26021 13.79603 -3.27781 -0.318 0.083 -0.030
H -4.97797 14.99394 -3.07133 0.157 -0.149 0.189
H -5.03226 14.44852 -5.19817 0.723 -0.573 -0.384
C -6.10995 9.57007 -8.54522 0.255 -0.519 -0.190
C -6.78341 8.23255 -8.93035 0.606 1.774 0.860
O -6.68902 8.09022 -10.33279 -0.153 -0.729 0.508
H -5.16499 9.73124 -9.06404 0.055 -0.394 -0.335
H -5.80891 9.53669 -7.49815 -0.540 0.315 0.183
H -6.71536 10.43517 -8.81574 -0.255 -0.019 0.374
H -7.82509 8.26134 -8.61072 -0.167 -0.083 -0.006
H -6.29126 7.44991 -8.35296 0.123 -0.332 -0.386
H -6.92955 7.16972 -10.46100 0.020 -0.118 -0.830
C -3.58358 17.43139 -5.77627 -0.415 0.426 -0.240
C -4.96164 18.13303 -5.58753 2.663 -0.297 1.299
O -5.94841 17.28055 -6.16745 -1.368 2.508 -1.997
H -2.73598 17.90545 -5.28136 -0.301 0.525 -0.030
H -3.37419 17.38200 -6.84483 0.154 -0.184 0.043
H -3.58952 16.42713 -5.35257 -0.360 -0.074 -0.193
H -4.95037 19.13278 -6.02165 -0.309 0.019 -0.254
H -5.14859 18.20777 -4.51628 -0.334 0.243 -0.089
H -5.82284 16.44088 -5.71936 -0.351 -2.803 1.002
C -8.08562 10.60397 -12.21688 -0.113 0.599 0.230
C -6.72385 11.29577 -11.99872 -0.499 -2.338 0.890
O -5.74970 10.24143 -11.88369 0.670 1.506 -0.982
H -8.86236 11.33871 -12.42883 -0.189 -0.036 0.017
H -8.32871 10.10340 -11.27962 -0.147 0.062 0.040
H -8.14568 9.80859 -12.95975 0.548 0.330 -0.332
H -6.76767 11.74063 -11.00460 -0.183 0.690 0.147
H -6.46334 12.08370 -12.70541 0.366 -0.550 -0.305
H -6.07350 9.57220 -11.27633 -0.300 -0.280 0.040
C -10.52986 11.01747 -9.61366 -0.026 0.716 0.019
C -10.26267 10.46274 -8.20755 -0.971 0.247 -0.720
O -11.48834 10.06008 -7.60716 0.426 0.047 0.211
H -9.62125 11.43752 -10.04504 0.135 -0.447 -0.263
H -11.24145 11.83981 -9.68784 -0.118 0.305 0.885
H -11.03185 10.31679 -10.28086 0.643 -0.566 -0.036
H -9.82010 11.20044 -7.53821 -0.072 0.121 -0.101
H -9.55954 9.63307 -8.28083 0.088 -0.177 0.030
H -11.88546 9.40619 -8.18710 -0.162 -0.136 0.023
C -9.90560 20.34603 -9.51663 -0.860 1.633 -0.738
C -8.65763 19.76114 -10.10927 -1.148 1.793 0.006
O -8.58823 18.47666 -9.54014 2.721 -0.400 1.998
H -9.96004 20.36136 -8.42810 0.223 -0.191 0.041
H -10.81131 19.89758 -9.92490 0.096 -0.517 0.167
H -10.02317 21.37715 -9.84992 0.166 0.237 0.130
H -7.78642 20.37518 -9.88115 0.315 -0.266 0.162
H -8.75271 19.70334 -11.19358 0.229 -0.242 0.019
H -9.27280 17.99820 -10.01347 -0.666 -1.822 -1.021
C -4.12718 14.82100 -12.64012 0.105 0.521 -0.334
C -3.48667 13.66194 -11.93749 0.278 -0.349 -0.330
O -2.38966 13.15141 -12.69644 -0.191 0.041 0.207
H -3.37719 15.60955 -12.70174 -0.125 0.250 -0.146
H -4.99430 15.20593 -12.10343 -0.112 0.006 0.142
H -4.43449 14.57531 -13.65663 0.028 -0.125 0.036
H -4.19706 12.84343 -11.82137 0.063 -0.124 0.236
H -3.12725 14.01254 -10.97002 -0.095 -0.236 0.342
H -1.57468 13.51319 -12.34075 0.056 -0.033 -0.140
C -1.97964 15.24096 -8.18746 -1.203 0.466 0.149
C -1.16041 14.00431 -8.28451 0.183 -0.308 -0.226
O 0.04780 14.34497 -8.87783 1.761 0.330 -0.012
H -2.93137 15.04614 -7.69314 -0.089 0.029 -0.073
H -2.16133 15.66631 -9.17446 -0.156 0.032 -0.136
H -1.47195 16.01078 -7.60631 0.281 -0.147 0.037
H -1.50698 13.20674 -8.94167 -1.198 -0.195 0.478
H -0.99789 13.62438 -7.27587 0.351 -0.227 -0.139
H -0.15410 14.60633 -9.77924 0.258 0.049 -0.106
C -12.12330 16.34789 -10.15680 -0.375 -0.674 0.732
C -10.61552 16.20023 -9.97356 -1.582 -0.495 -0.753
O -10.03539 16.90934 -11.05031 1.102 1.004 1.212
H -12.47578 15.99176 -11.12480 0.371 0.153 -0.203
H -12.43276 17.38442 -10.02288 0.040 -0.012 -0.064
H -12.67739 15.72942 -9.45069 0.013 0.100 0.301
H -10.28577 15.16308 -10.03425 -0.067 -0.156 0.281
H -10.31537 16.60632 -9.00759 0.229 0.129 -0.005
H -10.20051 16.38923 -11.84014 -0.064 0.174 -1.047
C -3.95945 11.74349 -6.50838 -0.826 0.259 -0.256
C -3.07850 12.36732 -5.45788 1.288 -0.776 -0.453
O -3.36411 13.75120 -5.30409 -0.666 0.514 -0.066
H -3.82273 10.67208 -6.65501 0.342 0.081 0.296
H -3.76609 12.22182 -7.46854 0.176 0.005 -0.063
H -5.02631 11.88944 -6.33922 -0.125 0.046 0.326
H -2.07381 12.28434 -5.87240 0.289 0.012 0.138
H -3.01718 11.87216 -4.48878 -0.583 -0.131 0.024
H -2.72438 14.13655 -4.70088 0.158 -0.051 0.083
C -8.84304 12.70000 -5.10704 -0.463 0.088 0.196
C -8.08203 11.38915 -5.04622 -0.337 0.215 -0.798
O -7.89915 11.02363 -3.71927 0.299 0.042 1.038
H -9.77366 12.63162 -4.54368 -0.091 -0.330 -0.022
H -9.12404 12.94271 -6.13185 0.086 0.026 -0.002
H -8.34129 13.55490 -4.65374 0.474 -0.098 -0.159
H -7.12800 11.43991 -5.57095 0.274 0.291 -0.147
H -8.65423 10.62363 -5.57032 -0.248 -0.106 -0.134
H -7.30034 10.27442 -3.67782 -0.053 -0.124 0.097
```
Positions in Å, forces in eV/Å.


Record 2
Density functional theory data (ωB97M-V with the def2-TZVPD basis set) for a cluster of 5 separate species, C27H82N12O4P6S in total at a distorted geometry.

The HOMO energy comes out at -0.29094 hartree. As for the energy relative to the best compared isomer or geometry (same formula, charge and spin): 154.2 kcal per mole. The calculation puts the LUMO energy at -0.394 eV. The SMILES is CN(C)P(=O)(N(C)C)N(C)C.CN(C)P(=O)(N(C)C)N(C)C.CN(C)P(=O)(N(C)C)N(C)C.CN(C)P(=O)(N(C)C)N(C)C.CCP(C)#[PH]S. The HOMO-LUMO gap comes out at 7.5 eV.

XYZ file:
```
132
Properties=species:S:1:pos:R:3:forces:R:3
C -4.00034 -1.54278 -5.02028 -0.474 0.154 0.339
N -2.70497 -1.94245 -4.51016 0.210 -0.565 -0.126
C -2.62296 -3.40232 -4.51848 0.476 -0.088 0.156
P -1.88825 -1.22592 -3.16440 -1.307 4.467 -5.602
O -0.46729 -1.54328 -3.57612 -0.314 -2.136 3.122
N -1.75271 0.50692 -3.37400 0.033 0.378 -0.072
C -2.27904 1.17005 -4.55515 -0.499 -0.093 -0.011
C -0.40292 1.03340 -3.14230 0.156 -0.271 0.200
N -3.38057 -1.03990 -2.22415 1.451 -1.718 2.255
C -3.84501 0.24789 -1.71101 0.101 0.583 0.016
C -3.31192 -1.97469 -1.06777 -0.202 -0.431 -0.287
H -4.83198 -1.83771 -4.36507 0.000 0.012 0.015
H -4.16575 -2.01434 -5.99224 0.165 -0.130 0.044
H -4.07495 -0.47585 -5.20375 0.078 -0.031 0.177
H -3.27600 -3.85060 -3.75417 -0.089 -0.088 -0.119
H -1.60041 -3.73287 -4.32868 -0.004 0.103 0.055
H -2.91170 -3.80409 -5.49105 -0.073 0.121 -0.021
H -1.88910 0.73753 -5.48703 -0.059 0.057 -0.040
H -2.02106 2.23102 -4.53467 0.221 -0.062 0.096
H -3.37024 1.16167 -4.58280 0.028 -0.132 -0.021
H 0.25363 0.88833 -4.00769 0.053 -0.034 0.047
H 0.06376 0.55855 -2.28221 0.047 0.009 -0.053
H -0.44546 2.10155 -2.92266 -0.186 -0.008 -0.031
H -3.06759 0.80903 -1.19276 -0.070 0.094 -0.019
H -4.66339 0.09329 -1.00253 0.102 -0.363 0.010
H -4.27153 0.85886 -2.50456 0.307 0.024 -0.135
H -2.55458 -1.66032 -0.34214 -0.117 0.000 0.125
H -3.05017 -2.98245 -1.40885 0.046 0.048 -0.036
H -4.27410 -2.04645 -0.56105 -0.026 0.082 -0.058
C -5.20879 0.05875 4.98893 -0.232 0.298 0.476
N -4.72656 0.67802 3.77064 0.555 -0.067 -0.140
C -3.26927 0.78483 3.83758 0.138 0.195 -0.473
P -5.46549 2.01315 2.96085 -3.963 -5.995 0.527
O -4.98039 1.71395 1.55989 1.770 3.271 0.672
N -7.15746 1.68908 2.63220 -0.399 -0.066 -0.043
C -7.77325 0.42921 3.01895 0.030 -0.050 0.484
C -7.56153 1.96823 1.25290 0.229 0.232 -0.132
N -5.87338 2.83771 4.47738 1.589 2.481 -1.162
C -7.23785 3.22083 4.83488 -0.500 -0.038 -0.172
C -5.02993 4.06083 4.57726 0.418 -0.264 0.210
H -5.05069 0.68042 5.88087 -0.010 0.013 -0.001
H -4.67869 -0.88329 5.14804 0.140 0.063 -0.150
H -6.25969 -0.20882 4.94365 0.026 0.182 -0.067
H -2.95040 1.53801 4.57371 0.085 -0.120 0.097
H -2.85759 1.06252 2.86587 -0.111 0.044 -0.009
H -2.82034 -0.17095 4.11212 -0.129 -0.036 0.062
H -7.23028 -0.44024 2.62392 -0.053 -0.043 0.053
H -8.80146 0.38680 2.65422 0.073 0.112 -0.200
H -7.87057 0.33189 4.10131 0.143 -0.007 -0.017
H -7.28289 1.16127 0.56554 0.032 0.051 -0.047
H -7.11188 2.89075 0.88902 0.055 -0.063 -0.022
H -8.64515 2.10225 1.20266 -0.013 -0.081 0.189
H -7.76261 3.74834 4.03765 -0.078 -0.047 0.035
H -7.21222 3.87948 5.70723 0.349 0.000 -0.030
H -7.81925 2.35534 5.14613 -0.002 -0.091 -0.289
H -5.32207 4.81156 3.83608 -0.013 0.111 0.117
H -3.97775 3.81190 4.40331 -0.037 -0.036 -0.049
H -5.09470 4.50439 5.57042 -0.063 -0.077 0.021
C 2.24170 6.63832 -1.11832 -0.002 0.277 0.533
N 1.70801 5.31792 -1.38211 -0.453 -0.053 -0.379
C 0.38737 5.45390 -1.99518 -0.136 -0.483 -0.103
P 1.82569 3.95658 -0.32474 6.328 2.609 -2.404
O 1.75698 2.85969 -1.36317 -3.274 -0.556 1.918
N 3.48968 3.65899 0.13228 0.396 -0.027 0.175
C 4.57332 4.49233 -0.36344 -0.085 0.470 0.154
C 3.90709 2.26198 -0.02188 -0.264 -0.258 -0.063
N 1.55570 4.93427 1.13189 -2.429 -1.927 0.643
C 2.49839 4.97741 2.24777 0.473 -0.193 0.146
C 0.22531 4.56954 1.68999 -0.257 0.333 -0.336
H 1.67416 7.18877 -0.35482 0.004 -0.007 0.015
H 2.21245 7.22866 -2.03736 -0.129 -0.149 -0.082
H 3.28550 6.62395 -0.82078 -0.098 -0.139 0.101
H -0.35949 5.82104 -1.27484 -0.032 0.138 -0.095
H 0.04186 4.49497 -2.38456 0.074 -0.034 0.087
H 0.41761 6.14683 -2.83735 0.119 0.056 0.058
H 4.58388 4.55605 -1.46009 0.059 0.061 0.012
H 5.53400 4.09248 -0.03313 -0.092 -0.226 -0.032
H 4.54561 5.49985 0.05588 -0.116 0.006 -0.086
H 4.15182 2.02243 -1.06316 -0.068 -0.085 0.002
H 3.12552 1.58009 0.30860 0.015 -0.005 -0.070
H 4.78554 2.04850 0.59095 -0.009 0.243 0.082
H 2.81786 3.99000 2.58337 0.093 0.045 0.009
H 2.03036 5.48177 3.09809 -0.298 0.007 -0.186
H 3.37017 5.58011 2.00138 0.091 -0.224 -0.186
H 0.22803 3.55587 2.10487 -0.063 0.054 0.138
H -0.53887 4.60718 0.90638 0.053 -0.042 -0.023
H -0.08006 5.26721 2.46995 0.089 0.048 -0.014
C 5.25990 -3.73587 4.50664 -0.413 -0.483 -0.020
N 4.94897 -2.41428 3.99968 -0.202 0.404 0.553
C 4.47911 -1.58415 5.10786 -0.058 0.465 -0.218
P 4.14459 -2.06633 2.50402 7.162 -3.604 -0.776
O 4.84306 -0.73954 2.23389 -3.975 1.353 0.678
N 4.96765 -2.86235 1.16722 0.133 -0.398 -0.516
C 6.15478 -3.67222 1.38525 -0.145 -0.320 0.286
C 5.24537 -1.98512 0.02647 -0.226 0.234 0.022
N 3.05895 -3.46803 2.66400 -2.546 2.071 -0.299
C 2.96316 -4.52509 1.65844 0.182 -0.170 -0.490
C 1.67918 -2.95796 2.89305 0.052 0.034 0.566
H 4.37507 -4.28097 4.86403 0.002 -0.012 -0.003
H 5.95041 -3.64452 5.34870 -0.046 0.222 0.003
H 5.77300 -4.35988 3.78307 -0.148 0.078 -0.103
H 3.48203 -1.89572 5.45526 0.062 -0.032 0.167
H 4.42343 -0.53633 4.80806 -0.008 -0.050 -0.109
H 5.16601 -1.63683 5.95390 0.042 -0.120 -0.051
H 6.94132 -3.12496 1.92313 0.047 -0.074 0.012
H 6.56121 -4.00605 0.42826 -0.053 0.210 -0.095
H 5.93233 -4.59828 1.91698 -0.015 0.077 0.113
H 6.13156 -1.36083 0.18728 -0.037 0.064 -0.017
H 4.40259 -1.32708 -0.18044 0.046 0.036 0.034
H 5.40641 -2.58480 -0.87323 -0.007 -0.177 0.112
H 2.84194 -4.14719 0.64297 0.053 -0.085 -0.018
H 2.10049 -5.15981 1.88148 -0.094 0.237 0.262
H 3.82511 -5.18707 1.70238 0.162 0.226 -0.115
H 1.27714 -2.47228 1.99807 -0.129 -0.104 0.010
H 1.67675 -2.22031 3.70308 0.064 0.021 -0.034
H 1.00515 -3.76188 3.18888 0.077 -0.057 -0.012
C 5.92951 -4.89146 -4.80033 -0.884 0.258 0.072
C 4.83906 -3.94952 -5.39218 0.311 -1.240 -0.249
P 3.24466 -4.33435 -4.51404 -0.511 0.506 0.678
C 1.79307 -3.71860 -5.50550 -0.124 -0.387 0.289
P 3.09971 -6.50899 -4.50298 1.237 0.073 0.113
S 2.54868 -7.25544 -6.42695 -0.307 -0.475 -0.376
H 6.92042 -4.44527 -4.85827 0.015 -0.151 -0.106
H 5.67132 -5.07921 -3.75273 0.362 0.044 0.029
H 5.87551 -5.86163 -5.29371 0.307 0.058 -0.041
H 5.15774 -2.92035 -5.23035 -0.504 0.102 0.050
H 4.74996 -4.14267 -6.46549 0.047 0.266 0.012
H 1.19020 -4.58407 -5.79625 0.065 0.069 -0.071
H 1.16933 -3.12249 -4.82049 0.283 0.101 -0.424
H 2.05057 -3.17909 -6.41748 0.074 0.151 0.183
H 1.98899 -6.71027 -3.63242 -0.326 0.475 -0.705
H 2.59809 -6.22593 -7.30119 -0.100 0.211 0.618
```
Positions in Å, forces in eV/Å.